{"formula": "C42H44CdO3P2S", "method": "the ωB97M-V functional and the def2-TZVPD basis", "species": ["H", "H", "C", "C", "C", "C", "C", "C", "H", "C", "H", "H", "C", "C", "C", "C", "H", "C", "C", "H", "C", "P", "C", "C", "O", "H", "C", "H", "H", "H", "C", "C", "C", "H", "C", "H", "C", "C", "H", "H", "C", "H", "C", "S", "H", "H", "P", "H", "H", "H", "H", "H", "H", "C", "H", "C", "C", "H", "H", "H", "H", "H", "H", "H", "O", "C", "C", "C", "H", "C", "H", "H", "C", "H", "O", "H", "H", "H", "H", "C", "C", "C", "H", "C", "H", "C", "H", "C", "C", "H", "C", "Cd", "C"], "coordinates": [[-2.842, -1.110, 3.135], [2.571, 4.839, -1.878], [-0.574, -0.700, -5.527], [0.337, 1.122, 8.681], [-2.436, -2.463, -1.022], [2.081, 1.729, -4.161], [-2.744, -3.345, -2.064], [-2.660, -0.085, 3.489], [3.991, 1.050, -3.389], [-1.727, 1.648, 1.744], [2.888, 0.157, -10.183], [-0.167, -6.611, -7.289], [-1.868, -3.137, -6.870], [3.234, 1.837, -3.357], [-0.695, 2.266, 2.629], [3.405, 2.954, -2.543], [-0.087, 1.232, -6.341], [2.676, 1.027, -6.879], [-1.819, -5.342, -7.880], [-2.898, 2.888, 4.006], [1.069, 2.689, -4.064], [0.067, -2.278, -4.914], [3.616, 2.835, -8.200], [-2.083, 2.659, 4.694], [-0.105, -1.508, 6.071], [3.799, 2.475, -10.325], [2.576, 0.245, -8.048], [-3.644, 1.682, 2.805], [0.483, 4.582, -3.219], [-1.974, 3.481, 5.421], [3.223, 2.314, -6.961], [-2.295, 0.104, 4.759], [0.008, 1.324, 10.024], [-0.549, 1.500, 12.637], [-0.947, -2.421, -3.388], [-1.258, -0.121, 12.683], [2.197, -0.212, 3.461], [-0.102, -4.694, -6.301], [-3.406, 1.522, 5.928], [0.770, -2.243, 8.744], [-0.649, -5.639, -7.167], [0.456, 0.092, 13.035], [2.979, 0.763, -9.280], [0.854, -0.463, 6.465], [0.142, 2.572, -4.624], [-2.337, -2.159, -6.792], [1.993, 0.295, -5.302], [-1.209, 0.921, 1.095], [0.086, 2.704, 4.545], [-2.150, 2.411, 1.069], [0.249, 2.443, 2.125], [0.189, -0.819, -2.468], [2.642, 0.126, 2.512], [0.543, -1.249, 9.108], [-0.212, 2.334, 10.376], [-2.404, 1.386, 5.505], [3.493, 2.064, -9.360], [-1.115, -0.885, -0.345], [-1.712, 1.308, 6.344], [0.411, 1.962, 7.998], [-3.572, -4.044, -1.958], [-3.327, -3.846, -8.297], [2.904, 0.013, 4.261], [2.156, -0.761, -7.992], [0.573, 0.854, 5.888], [0.550, -0.177, 8.212], [-2.928, 0.942, 2.432], [-0.724, -3.441, -6.117], [4.014, 3.849, -8.252], [-1.993, -3.337, -3.244], [-2.254, -6.085, -8.548], [0.198, -1.866, 11.133], [-1.369, -1.563, -1.161], [3.321, 2.927, -6.064], [2.247, -0.881, 6.413], [4.310, 3.051, -1.942], [1.245, 0.302, 3.639], [-3.026, -2.467, -0.103], [-3.413, 0.387, 1.610], [0.257, 0.341, -5.795], [-2.422, -4.089, -7.736], [-0.807, 2.525, 3.935], [-1.665, -0.618, -5.635], [1.256, 3.815, -3.255], [-2.233, -4.032, -4.050], [-0.364, 0.448, 12.395], [-1.918, -0.732, 5.344], [-0.629, -1.533, -2.342], [0.232, -1.027, 10.444], [0.815, -4.919, -5.754], [2.426, 3.955, -2.502], [1.823, -2.306, 3.165], [-0.044, 0.257, 10.934]], "forces_ev_per_a": [[0.7, 0.1, 0.2], [0.0, -0.3, -0.2], [0.3, 1.3, -0.1], [-0.2, -0.4, 0.2], [0.1, 0.0, -0.2], [0.0, 0.0, 0.2], [0.2, 0.1, 0.2], [0.4, -0.6, 0.0], [-0.2, 0.2, 0.0], [-0.6, 0.1, 0.0], [0.0, 0.2, 0.3], [-0.1, 0.3, 0.0], [0.0, -0.5, -0.1], [-0.4, 0.3, -0.3], [0.2, -0.1, 0.6], [-0.1, 0.1, 0.0], [-0.2, -0.3, 0.4], [0.0, 0.1, 0.0], [0.2, 0.2, 0.3], [0.1, 0.2, 0.3], [0.4, 0.3, 0.2], [0.3, -0.5, 0.0], [0.0, -0.3, 0.0], [-0.1, -0.5, 0.4], [0.8, 0.0, -0.3], [-0.1, -0.1, 0.3], [0.1, 0.4, 0.1], [0.0, -0.1, -0.3], [0.2, -0.2, 0.1], [-0.1, -0.1, -0.4], [-0.1, -0.1, -0.3], [-0.7, -0.3, -0.4], [0.1, -0.2, 0.3], [0.1, -0.2, -0.1], [-0.3, 0.0, -0.1], [0.1, 0.1, -0.1], [0.7, 1.5, -1.0], [-0.3, 0.3, 0.0], [0.0, -0.3, 0.0], [-0.1, 0.0, 0.0], [-0.2, 0.1, -0.1], [-0.2, 0.1, -0.2], [0.0, 0.2, 0.2], [-0.7, 0.7, 1.4], [0.3, 0.1, 0.1], [0.0, -0.3, 0.0], [0.9, 0.0, -0.5], [-0.2, 0.2, 0.2], [-0.2, 0.2, -0.5], [0.1, -0.2, 0.0], [0.3, -0.3, 0.2], [-0.2, -0.2, 0.1], [-0.3, -0.3, 0.2], [-0.2, 0.5, 0.0], [0.1, -0.2, -0.1], [0.4, 0.6, 0.2], [0.0, -0.1, 0.2], [-0.1, -0.1, -0.2], [-0.1, 0.2, 0.1], [-0.1, -0.2, 0.0], [0.2, 0.2, 0.0], [0.3, -0.1, 0.1], [-0.3, -0.8, 0.2], [0.1, 0.2, 0.0], [0.4, -0.7, -0.4], [0.1, 0.1, 0.3], [-0.6, 0.0, -0.7], [-0.1, -0.1, -0.1], [-0.1, -0.3, 0.0], [0.0, 0.3, 0.4], [0.1, 0.2, 0.1], [0.1, 0.0, 0.0], [-0.1, -0.2, -0.1], [-0.1, -0.1, -0.2], [0.2, -0.4, -0.6], [-0.3, 0.0, -0.1], [-0.1, -0.6, 0.1], [0.2, 0.0, -0.3], [-0.2, 0.4, 0.2], [-1.2, -0.8, -0.1], [0.3, 0.0, 0.1], [0.7, 0.6, -0.3], [0.5, 0.2, -0.3], [0.1, -0.2, 0.1], [0.1, 0.2, 0.2], [-0.1, 0.1, 0.2], [-0.5, 0.0, -0.1], [-0.3, -0.4, -0.1], [0.1, 0.1, 0.0], [-0.2, 0.1, -0.1], [0.0, -0.2, -0.2], [-0.3, 0.6, 1.0], [0.1, 0.0, -0.6]], "total_energy_ha": -3100.98541, "fmax_ev_per_a": 1.94, "charge": 0}



{"formula": "C16H19AgN8O5Se2Te2", "method": "the ωB97M-V functional and the def2-TZVPD basis", "species": ["H", "H", "H", "H", "H", "C", "H", "C", "Ag", "O", "C", "Se", "N", "Te", "O", "Te", "H", "N", "H", "C", "N", "N", "H", "O", "C", "C", "C", "H", "N", "O", "N", "H", "C", "H", "H", "C", "C", "N", "H", "C", "H", "C", "H", "N", "C", "H", "Se", "H", "C", "C", "O", "H", "C"], "coordinates": [[-1.997, -4.334, 2.631], [1.501, 1.063, -6.096], [2.107, 1.777, 3.908], [-1.212, 4.272, 0.403], [0.257, 5.503, 2.107], [0.692, -0.213, -3.954], [-0.503, -1.798, 0.190], [2.502, 0.313, -2.486], [-1.409, 0.971, -0.226], [1.613, 0.564, 3.269], [-0.590, -3.756, 1.096], [-3.861, -0.739, -3.279], [-2.265, -2.340, 2.307], [-3.767, 1.080, -1.585], [4.174, 0.002, -4.831], [-2.085, 3.052, -2.700], [-1.194, -0.489, -2.958], [0.309, -0.023, -1.610], [3.544, 0.544, -2.318], [2.032, 0.099, -3.773], [-2.473, -0.844, 3.770], [-0.459, 2.510, 1.148], [1.907, 0.437, -0.412], [2.115, 4.851, 4.109], [2.985, 0.241, -4.926], [-0.510, -2.844, -0.118], [-1.949, -3.656, 1.779], [0.417, -3.021, -0.668], [-3.002, -0.345, 2.635], [2.442, 2.668, 4.328], [2.414, 0.643, -6.098], [3.041, 0.869, -6.850], [0.883, 3.438, 2.686], [-3.164, -1.239, 0.702], [-2.743, -3.919, 1.077], [1.863, 3.709, 3.769], [0.213, 4.433, 1.997], [-0.572, 3.839, 1.095], [0.532, -2.443, 2.403], [0.552, -3.484, 2.070], [1.512, -3.657, 1.578], [-0.136, -0.267, -2.843], [-1.345, -3.006, -0.806], [-2.045, -2.041, 3.592], [1.600, 0.254, -1.435], [0.492, -4.138, 2.943], [-2.669, 5.020, -1.303], [-0.536, -4.801, 0.760], [0.418, 2.234, 2.102], [0.767, 0.784, 2.359], [0.195, -0.066, 1.655], [0.272, -0.418, -4.930], [-2.860, -1.285, 1.736]], "forces_ev_per_a": [[0.0, 0.0, 0.0], [0.0, 0.0, 0.0], [0.0, 0.0, 0.0], [0.0, 0.0, 0.0], [0.0, 0.0, 0.0], [0.0, 0.0, 0.1], [0.0, 0.0, 0.0], [0.0, 0.0, 0.1], [-0.1, -0.1, 0.1], [0.0, 0.0, -0.1], [0.1, -0.1, 0.0], [0.1, 0.0, 0.0], [-0.1, 0.0, 0.0], [0.1, 0.1, 0.0], [0.0, 0.0, 0.0], [-0.1, -0.1, -0.1], [0.0, 0.0, 0.1], [-0.1, 0.0, -0.1], [0.0, 0.0, 0.0], [0.1, 0.0, -0.1], [-0.1, -0.1, 0.2], [0.0, 0.1, 0.0], [0.0, 0.0, 0.0], [0.0, 0.0, 0.0], [-0.1, -0.1, 0.1], [0.0, 0.0, -0.1], [-0.1, 0.0, 0.0], [0.0, 0.0, 0.0], [0.0, 0.1, 0.0], [0.0, 0.1, 0.0], [0.0, 0.0, 0.0], [0.0, 0.0, 0.0], [0.0, 0.0, 0.0], [0.0, 0.0, 0.0], [0.0, 0.0, 0.0], [0.0, 0.0, 0.0], [0.0, 0.0, 0.0], [0.0, 0.0, 0.0], [0.0, 0.0, 0.0], [0.0, 0.0, 0.0], [0.0, 0.0, 0.0], [0.1, 0.0, -0.1], [0.0, 0.0, 0.0], [0.1, 0.1, 0.0], [0.0, -0.1, 0.0], [0.0, 0.0, 0.0], [0.0, 0.0, 0.1], [0.0, 0.0, 0.0], [0.0, 0.0, -0.1], [-0.1, 0.0, 0.1], [0.1, 0.0, -0.1], [0.0, 0.0, 0.0], [0.0, -0.1, -0.1]], "total_energy_ha": -6921.45383, "fmax_ev_per_a": 0.20, "charge": -2}



{"formula": "C33H45AlF4N4O2S3", "method": "the ωB97M-V functional and the def2-TZVPD basis", "species": ["C", "C", "H", "O", "C", "H", "F", "Al", "C", "H", "H", "C", "H", "H", "C", "C", "H", "H", "C", "H", "C", "H", "S", "H", "H", "C", "C", "C", "H", "N", "C", "H", "S", "C", "H", "C", "H", "H", "H", "C", "C", "C", "H", "H", "C", "N", "F", "C", "H", "H", "H", "H", "H", "F", "H", "C", "H", "H", "H", "H", "C", "C", "H", "H", "C", "O", "H", "H", "C", "F", "H", "C", "C", "H", "C", "C", "C", "H", "H", "C", "H", "C", "N", "H", "H", "C", "H", "S", "H", "H", "N", "H"], "coordinates": [[-3.851, -2.990, -1.618], [6.332, -2.937, 1.560], [-3.303, 0.170, 2.369], [0.185, 2.417, -0.228], [-3.113, -3.666, 3.003], [-0.968, 6.307, -0.182], [-3.660, 0.669, -1.747], [0.384, 0.666, -0.126], [-2.954, 6.186, -1.001], [5.987, -1.592, -0.072], [4.622, -0.779, 1.770], [1.184, -4.672, 0.602], [4.952, -3.065, -0.101], [-1.586, 3.718, 2.616], [-2.592, -3.159, -1.015], [-2.065, -1.542, 2.750], [-5.225, -3.672, 2.833], [-3.018, -4.737, 3.074], [-1.963, -2.870, 3.083], [-4.586, -3.764, -1.613], [3.098, -1.399, 0.695], [-4.800, 3.323, -1.173], [-0.459, -0.786, 2.588], [-0.708, -0.218, 4.855], [1.229, 1.277, 4.410], [-0.775, 0.443, 3.975], [-4.446, -1.666, 2.721], [-3.990, 3.989, -0.939], [-5.417, -1.158, 2.767], [-0.772, 0.023, -1.549], [0.333, 2.672, 3.028], [-3.032, 7.250, -1.245], [2.686, 0.264, 0.398], [5.421, -2.308, 0.574], [0.261, -4.261, 1.028], [1.986, -0.057, -3.210], [2.009, 3.165, -2.131], [4.079, 1.545, -1.610], [-0.003, 2.599, -2.703], [-4.127, -1.662, -1.914], [-1.567, -2.214, -1.034], [-0.859, 0.670, -2.861], [3.325, -4.209, 0.599], [1.105, -4.756, -0.503], [-3.294, -0.891, 2.565], [2.293, -2.417, 0.407], [-2.367, -4.334, -0.345], [-4.032, 5.332, -1.276], [2.295, 2.767, -3.829], [2.927, -0.380, -2.726], [-1.822, 1.213, -2.894], [1.029, 0.170, -5.162], [-0.101, 2.168, 5.061], [-5.327, -1.349, -2.510], [4.489, 1.631, -3.362], [-0.916, 2.927, 2.167], [-1.427, 2.024, 1.882], [2.776, 0.744, -5.031], [4.514, 3.041, -2.259], [7.258, -3.309, 1.016], [3.961, 2.131, -2.538], [-1.762, 4.301, -0.149], [6.676, -2.204, 2.303], [-2.675, 2.345, -0.431], [0.264, 1.652, -3.138], [-0.624, 0.025, 1.208], [2.409, -3.712, 2.105], [1.386, -5.666, 0.999], [-3.180, -0.619, -1.661], [-0.363, -2.580, -0.529], [1.229, -0.811, -2.876], [-1.821, 5.665, -0.395], [2.363, -3.786, 0.971], [-0.985, -3.227, 3.410], [2.467, 2.385, -2.781], [-1.820, -0.873, -1.348], [-2.822, 3.419, -0.478], [0.281, 1.819, -4.241], [5.893, -3.787, 2.115], [0.239, 1.601, 4.161], [2.361, -1.053, -5.013], [2.057, -0.035, -4.733], [4.326, -1.624, 1.254], [-4.974, 5.778, -1.573], [0.618, 3.613, 3.512], [-4.321, -3.051, 2.848], [-1.812, 0.805, 3.895], [-0.272, 3.684, 0.657], [1.181, 2.354, 2.383], [1.423, -2.226, -0.124], [1.585, 1.224, -2.588], [-0.919, -0.101, -3.655]], "forces_ev_per_a": [[1.4, 1.6, 1.1], [1.8, -1.1, 0.3], [-0.3, 0.1, -0.1], [-0.3, 1.8, 1.5], [1.2, 0.1, 0.4], [-0.2, -0.1, 0.1], [0.7, -1.0, -0.3], [-0.3, -0.9, -2.7], [-0.7, -0.2, -0.2], [-0.6, -0.4, 0.4], [0.0, -0.7, -0.6], [0.3, 0.4, -0.8], [0.5, 0.5, 0.4], [0.5, -1.0, -0.5], [-0.1, -1.0, 0.2], [0.3, 0.0, -0.2], [0.3, 0.3, 0.1], [-0.1, -0.1, 0.2], [0.0, -0.6, -0.2], [-0.3, -0.3, -0.2], [-0.2, -0.5, 0.0], [-0.4, 0.0, 0.0], [-1.4, 2.0, -0.4], [-0.1, 0.1, -0.3], [0.5, -0.5, 0.0], [1.0, 0.3, -0.1], [0.4, 1.0, -0.1], [0.5, -0.6, -0.8], [0.4, -0.4, -0.3], [0.8, 0.5, 1.8], [0.5, -0.7, 0.2], [0.1, -0.5, 0.1], [-0.7, -0.2, 0.1], [-0.4, -0.5, -1.5], [0.1, -0.3, -0.2], [-0.4, -0.3, 0.8], [0.8, -0.3, -0.2], [-0.1, -0.2, -0.5], [0.1, 0.4, 0.3], [-0.2, 0.8, -0.7], [-1.5, -0.3, 0.6], [-0.7, -0.1, -0.1], [-0.8, 0.0, 0.5], [-0.2, 0.0, 0.7], [0.2, -0.7, 0.3], [-1.0, 0.4, -0.4], [0.2, 0.7, -0.8], [-0.1, 1.0, 1.1], [0.4, -0.2, 0.8], [-0.2, 0.2, -0.5], [0.5, 0.0, -0.4], [1.4, -0.3, 0.3], [0.0, -0.7, -0.4], [1.5, -0.1, 1.1], [-0.3, 0.1, 0.2], [0.3, 1.4, 0.6], [-0.5, -0.1, -0.1], [-0.3, -0.5, -0.4], [-0.4, 0.0, -0.6], [-1.1, 0.4, 0.7], [0.0, 0.0, 1.1], [0.0, -1.1, 0.1], [0.0, -0.1, -0.2], [-0.2, 0.1, 0.3], [0.1, -0.5, -0.3], [0.3, -0.7, 2.0], [0.2, 0.1, -1.3], [-0.1, 0.1, 0.0], [-1.1, -0.3, -0.3], [-0.1, 0.2, -0.2], [0.5, 0.5, -0.3], [0.5, 0.2, -0.2], [1.4, -0.1, 1.0], [-0.3, -0.4, -0.4], [0.0, 0.6, -1.0], [-0.4, -0.3, -0.9], [1.2, 0.8, 0.4], [0.2, 0.0, 0.7], [0.1, 0.4, -0.4], [-1.6, 1.1, 0.1], [0.1, 0.5, -0.4], [-0.7, -0.1, 0.3], [-1.0, 1.7, 0.6], [0.1, -0.1, -0.4], [0.1, -0.2, -0.3], [-1.4, -0.2, -0.1], [0.5, -0.3, -0.2], [-0.4, -0.9, -1.5], [-0.4, 0.3, 0.1], [1.0, 0.0, 0.5], [-1.5, -0.1, 0.0], [0.2, 0.2, 0.3]], "total_energy_ha": -3489.98730, "fmax_ev_per_a": 2.90, "charge": 2}